Molecular formula: C9H10NO2
Method: DFT, ωB97M-V/def2-TZVPD

Energy above the lowest of the compared OMol25 structures with the same formula, charge and spin, kcal/mol: 112.5
E, eV: -15074.9263
Net charge: -1
Kohn-Sham gap (alpha / beta), eV: 4.70 / 4.70
LUMO (alpha / beta), eV: 3.3 / 3.3
Highest occupied orbital energy (alpha / beta), hartree: -0.051 / -0.051

Last column: Mulliken charge in e.
Geometry (Å):
C 1.568 -1.977 0.069  -0.56
C 2.134 -0.903 -0.498  -0.37
C 0.192 -1.969 0.273  -0.18
C 1.531 0.456 -0.498  -0.30
C -0.560 -0.920 -0.019  0.52
C 0.037 0.309 -0.543  0.35
C -2.056 -0.831 0.143  -0.83
C -2.411 0.609 0.599  -0.86
C -0.731 1.451 -0.593  -0.67
N 2.440 2.521 0.421  -0.73
O 2.025 1.193 0.659  -0.26
O -2.025 1.474 -0.427  -0.40
H 2.005 -2.989 0.415  0.22
H 3.252 -0.945 -0.776  0.25
H -0.331 -2.866 0.559  0.37
H 1.812 1.057 -1.390  0.42
H -2.468 -1.062 -0.814  0.33
H -2.320 -1.494 1.030  0.33
H -3.551 0.698 0.707  0.29
H -1.738 0.716 1.404  0.52
H -0.341 2.424 -0.882  0.50
H 1.534 3.047 0.165  0.06